# C37H48BCuN10O2S4

A molecular structure, C37H48BCuN10O2S4 at a distorted geometry (ωB97M-V/def2-TZVPD, OMol25).

The geometry in XYZ format:
```
103
Properties=species:S:1:pos:R:3:forces:R:3:mulliken_spin:R:1
Cu -2.235 1.324 -1.719 0.05 1.03 3.81 0.36
C 1.937 4.369 -2.500 -0.02 0.04 -0.10 0.01
C 1.955 3.159 -1.640 0.74 -0.33 0.39 -0.01
C 3.109 2.602 -1.189 -0.82 0.20 -0.21 0.01
C 3.041 1.473 -0.337 -0.27 0.19 0.01 0.00
N 1.904 0.943 0.023 0.67 -0.81 0.58 0.00
N 0.747 1.456 -0.410 0.16 0.93 -1.18 0.00
B -0.583 0.874 0.062 0.07 0.18 0.71 -0.12
N -0.770 -0.593 0.482 -1.08 -0.84 -0.45 0.00
N 0.199 -1.173 1.192 1.03 0.04 0.56 0.00
C 0.111 -2.427 1.541 -0.29 0.03 -0.07 0.00
C -0.981 -3.236 1.144 -0.54 0.58 -0.45 0.02
C -2.023 -2.658 0.489 0.63 -0.29 0.52 0.00
C -3.251 -3.409 0.124 -0.06 -0.02 -0.05 0.02
C -1.909 -1.273 0.168 -0.28 0.39 -0.10 -0.02
S -3.277 -0.587 -0.561 0.50 0.56 -0.17 0.24
C 1.150 -3.102 2.408 0.30 0.01 0.16 0.00
C 2.149 -2.110 2.976 -0.19 -0.11 -0.17 0.00
C 1.892 -4.118 1.528 -0.07 0.14 0.11 0.00
C 0.460 -3.821 3.575 0.04 0.08 -0.13 0.00
N -1.304 1.819 1.042 -0.89 0.62 0.05 0.02
N -0.558 1.826 2.149 0.59 -0.29 0.28 -0.01
C -0.937 2.476 3.212 -0.20 0.07 -0.15 0.00
C -2.161 3.188 3.219 -0.23 -0.10 -0.65 0.00
C -2.933 3.211 2.094 0.55 -0.16 0.48 -0.03
C -4.224 3.935 2.028 -0.12 0.04 -0.07 0.01
C -2.471 2.491 0.943 -0.08 0.04 0.11 0.00
S -3.405 2.529 -0.452 -1.24 1.21 0.89 0.20
C -0.019 2.412 4.414 0.26 -0.13 0.09 0.00
C 1.354 2.946 3.987 -0.16 -0.06 0.05 0.00
C 0.105 0.940 4.826 -0.02 0.16 -0.08 0.00
C -0.550 3.230 5.592 0.07 -0.13 -0.24 0.00
C 0.735 2.538 -1.244 -0.45 0.17 0.03 -0.01
S -0.681 3.249 -1.833 -0.32 -0.74 0.24 0.20
C 4.367 0.960 0.181 0.13 -0.24 0.20 0.00
C 5.256 0.584 -1.012 -0.15 0.03 0.12 0.00
C 5.030 2.070 1.010 -0.11 -0.15 -0.11 0.00
C 4.170 -0.260 1.062 0.01 0.32 -0.23 0.00
H 2.947 4.726 -2.675 0.07 0.03 -0.02 0.00
H 1.349 5.155 -2.031 -0.02 0.13 0.01 -0.01
H 1.461 4.146 -3.453 -0.02 0.02 -0.13 0.00
H 4.063 3.021 -1.469 0.05 0.01 -0.02 0.00
H -1.004 -4.288 1.373 0.02 -0.09 0.05 0.00
H -3.148 -4.458 0.384 -0.01 -0.11 0.06 0.00
H -3.451 -3.313 -0.940 -0.05 -0.04 -0.13 -0.01
H -4.108 -2.987 0.644 -0.13 -0.04 0.05 -0.01
H 2.663 -1.636 2.159 0.11 0.15 -0.01 0.00
H 2.871 -2.624 3.605 0.07 -0.08 0.07 0.00
H 1.650 -1.349 3.566 -0.03 0.15 0.11 0.00
H 2.324 -3.622 0.662 0.10 0.04 -0.12 0.00
H 1.227 -4.902 1.176 -0.06 -0.15 -0.07 0.00
H 2.691 -4.578 2.102 0.09 -0.11 0.04 0.00
H -0.157 -3.128 4.140 -0.09 0.09 0.14 0.00
H 1.218 -4.224 4.240 0.08 -0.06 0.09 0.00
H -0.164 -4.649 3.251 -0.10 -0.14 -0.02 0.00
H -2.483 3.711 4.102 -0.04 0.07 0.10 0.00
H -4.451 4.419 2.972 -0.02 0.03 0.06 0.00
H -5.018 3.238 1.769 -0.16 -0.01 0.02 0.00
H -4.191 4.677 1.234 -0.05 0.13 -0.05 0.00
H 1.738 2.361 3.155 0.10 -0.05 -0.09 0.00
H 2.049 2.884 4.820 0.11 -0.01 0.09 0.00
H 1.277 3.987 3.680 0.05 0.14 -0.06 0.00
H 0.467 0.355 3.986 0.05 -0.09 -0.04 0.00
H -0.861 0.548 5.136 -0.11 -0.10 0.05 0.00
H 0.798 0.846 5.658 0.09 -0.04 0.10 0.00
H -0.651 4.281 5.330 -0.03 0.16 0.02 0.00
H 0.148 3.160 6.421 0.08 -0.02 0.07 0.00
H -1.510 2.852 5.934 -0.12 0.00 0.09 0.00
H 5.551 1.453 -1.593 0.06 0.08 -0.11 0.00
H 4.734 -0.110 -1.665 0.00 -0.12 -0.12 0.00
H 6.161 0.103 -0.647 0.11 -0.02 0.01 0.00
H 5.244 2.955 0.418 0.07 0.13 -0.06 0.00
H 5.968 1.700 1.415 0.13 -0.01 0.05 0.00
H 4.389 2.362 1.840 -0.06 0.04 0.13 0.00
H 3.627 -1.015 0.503 -0.11 -0.20 0.06 0.00
H 3.606 0.030 1.941 -0.11 -0.10 0.12 0.00
H 5.130 -0.663 1.373 0.11 -0.03 0.04 0.00
N -2.757 -5.681 -4.838 -0.17 -0.33 -0.11 0.00
C -2.033 -4.595 -4.450 0.16 0.43 0.12 0.00
C -1.738 -4.376 -3.097 -0.01 -0.03 -0.06 0.00
C -1.099 -3.221 -2.703 0.05 -0.11 0.03 0.00
C -0.721 -2.281 -3.645 0.36 0.61 0.29 0.00
C -0.946 -2.505 -4.992 0.09 -0.17 -0.20 0.00
C -1.608 -3.645 -5.391 0.05 -0.07 0.11 0.00
S -0.009 -0.770 -3.042 0.38 -0.02 0.47 0.00
O 0.534 -1.028 -1.730 -0.14 -0.34 -0.12 0.00
O 0.870 -0.140 -3.978 -0.12 -0.24 -0.39 0.01
N -1.297 0.232 -2.755 2.50 -2.30 -1.14 0.10
C -2.017 0.591 -3.794 -1.09 0.10 -3.00 -0.01
N -2.982 1.491 -3.500 -0.21 -0.14 -0.77 0.02
C -3.742 1.958 -4.482 0.03 -0.07 -0.07 0.00
C -3.577 1.514 -5.778 0.01 0.01 0.03 0.00
C -2.597 0.544 -5.976 -0.25 0.17 -0.05 0.00
N -1.827 0.092 -5.013 0.14 0.11 -0.09 0.00
H -2.840 -6.453 -4.198 -0.02 -0.01 -0.08 0.00
H -2.786 -5.912 -5.816 0.02 -0.06 0.07 0.00
H -2.014 -5.121 -2.363 -0.06 -0.06 0.06 0.00
H -0.859 -3.043 -1.666 0.01 -0.07 0.03 0.00
H -0.606 -1.774 -5.704 0.03 -0.06 -0.11 0.00
H -1.807 -3.816 -6.438 0.01 -0.02 -0.14 0.00
H -4.487 2.689 -4.202 -0.07 0.05 -0.05 0.00
H -4.176 1.886 -6.590 -0.11 0.04 -0.06 0.00
H -2.429 0.103 -6.951 -0.04 0.06 -0.15 0.00
```
Forces are in eV/Å.

Results
orbital gap (spin up / spin down) = 6.4819 / 6.0251 eV
HOMO level (spin up / spin down) = -10.114 / -10.146 eV
charge = +1
multiplicity = 2
electronic energy = -146796.6923 eV